Below is C27H44N3P3PbS as an isolated structure, with properties calculated with ωB97M-V/def2-TZVPD.

Values from the calculation:
* total charge: +4
* energy: -77091.2523 eV
* ΔE to the lowest compared entry with this formula, charge and spin: 0.000 eV
* LUMO (alpha / beta): -14.73 / -13.94 eV
* frontier orbital gap (alpha / beta): 0.117 / 0.146 hartree

Element x y z (Å)
Pb 0.797 -0.129 -1.005
P 2.580 -0.146 1.134
P 0.035 2.489 0.213
P 1.061 -2.906 -1.371
H -0.945 3.746 -3.968
C -1.174 2.829 -4.523
C -2.267 2.089 -4.277
H -2.968 2.350 -3.475
C 4.193 0.570 0.653
C 2.184 0.731 2.686
C 3.029 -1.818 1.714
C -1.355 3.075 -0.817
C -0.582 2.899 1.888
C 1.285 3.798 -0.052
C -0.002 -3.484 -2.739
C 0.639 -4.081 -0.037
C 2.709 -3.434 -1.947
H -0.479 2.560 -5.327
H -2.502 1.199 -4.871
H 4.920 0.395 1.459
H 4.083 1.651 0.487
H 4.551 0.104 -0.276
H 2.919 0.447 3.454
H 1.180 0.450 3.037
H 2.220 1.818 2.537
H 3.816 -1.729 2.477
H 3.397 -2.437 0.882
H 2.151 -2.304 2.162
H -1.455 4.164 -0.705
H -2.276 2.593 -0.462
H -1.217 2.832 -1.880
H -0.484 3.980 2.065
H -0.002 2.357 2.645
H -1.636 2.610 1.981
H 0.912 4.754 0.341
H 1.494 3.889 -1.126
H 2.215 3.525 0.467
H 0.402 -4.429 -3.130
H -0.023 -2.733 -3.542
H -1.021 -3.641 -2.360
H 1.087 -5.061 -0.250
H -0.454 -4.181 0.013
H 1.006 -3.716 0.932
H 2.586 -4.381 -2.490
H 3.388 -3.573 -1.095
H 3.128 -2.669 -2.617
C 2.236 -0.073 -4.355
C 3.237 -0.338 -5.323
C 2.885 -0.655 -6.630
C 1.536 -0.698 -7.008
C 0.540 -0.415 -6.066
C 0.880 -0.101 -4.750
S 2.733 0.295 -2.756
H -1.029 -0.653 0.419
H 4.278 -0.281 -5.011
H 3.667 -0.865 -7.361
H 1.263 -0.943 -8.039
H -0.512 -0.428 -6.354
H 0.111 0.157 -4.023
N -4.201 0.386 9.580
C -3.968 0.270 8.438
C -3.696 0.128 7.036
C -2.374 0.009 6.583
C -2.111 -0.133 5.218
C -3.173 -0.145 4.306
C -4.499 -0.020 4.746
C -4.754 0.107 6.118
N -2.896 -0.268 2.926
C -3.810 -0.116 1.870
C -3.134 -0.276 0.721
N -1.813 -0.549 1.068
C -1.682 -0.486 2.400
H -1.553 0.026 7.297
H -1.082 -0.220 4.870
H -5.330 -0.025 4.035
H -5.783 0.190 6.475
H -4.847 0.090 2.048
H -3.460 -0.258 -0.303
H -0.787 -0.758 2.943

Below is one molecule with the formula C2BrF3O3S, with properties calculated with ωB97M-V/def2-TZVPD.

Values from the calculation:
* spin multiplicity: 3
* energy: -97239.5620 eV
* LUMO (alpha / beta): -0.38 / -2.74 eV
* frontier orbital gap (alpha / beta): 0.272 / 0.329 hartree

Element x y z (Å)
C -1.446 -0.970 0.229
C 0.559 0.523 -1.414
O -1.894 -2.039 -0.020
O -0.136 1.808 1.688
O -0.356 -0.714 0.897
F 1.288 -0.499 -1.149
F 1.384 1.558 -1.641
F 1.779 0.360 1.239
S 0.309 0.865 0.720
Br -2.247 0.691 -0.340

Below is C40H32AsN6O3PmS as an isolated structure, with properties calculated with ωB97M-V/def2-TZVPD.

Values from the calculation:
* spin multiplicity: 5
* energy: -145313.3640 eV
* ΔE to the lowest compared entry with this formula, charge and spin: 1.072 eV
* LUMO (alpha / beta): -0.64 / -0.63 eV
* frontier orbital gap (alpha / beta): 0.252 / 0.253 hartree

Element x y z (Å)
Pm 0.753 -20.720 9.104
N 2.027 -25.298 10.456
C 1.929 -23.962 10.198
S 0.291 -23.396 10.054
N 3.052 -23.282 10.195
N 2.907 -22.010 9.847
C 3.970 -21.307 10.070
C 4.018 -19.912 9.653
C 5.140 -19.153 9.937
C 5.142 -17.790 9.597
C 4.037 -17.289 8.990
C 2.950 -18.133 8.692
N 2.931 -19.387 9.026
H 1.206 -25.870 10.378
H 2.947 -25.693 10.660
H 4.835 -21.698 10.521
H 5.976 -19.596 10.493
H 6.046 -17.179 9.861
H 4.023 -16.256 8.745
H 2.040 -17.720 8.145
C 0.489 -19.185 13.456
O -0.941 -19.202 13.278
C -1.342 -18.310 12.322
C -2.224 -17.348 12.736
C -2.534 -16.285 11.873
C -2.023 -16.371 10.608
C -1.259 -17.448 10.138
C -0.990 -17.434 8.677
N -0.507 -18.457 8.049
N -0.346 -18.282 6.672
C 0.542 -19.163 6.197
O 0.991 -20.169 6.924
C 0.910 -19.189 4.687
C 0.436 -18.262 3.738
C 0.711 -18.404 2.376
C 1.451 -19.466 1.923
C 1.820 -20.458 2.823
C 1.611 -20.288 4.206
C -0.920 -18.499 10.985
O -0.222 -19.557 10.708
H 0.997 -19.758 12.683
H 0.690 -19.721 14.403
H 0.894 -18.154 13.454
H -2.563 -17.440 13.764
H -3.234 -15.492 12.143
H -2.384 -15.647 9.813
H -1.232 -16.554 8.101
H -0.159 -17.402 4.103
H 0.319 -17.708 1.645
H 1.596 -19.640 0.856
H 2.198 -21.404 2.398
H 1.874 -21.110 4.875
C -4.790 -25.266 7.237
C -4.982 -24.168 6.454
C -4.220 -22.973 6.703
C -3.309 -22.951 7.748
C -3.137 -24.110 8.505
C -3.880 -25.252 8.245
As -2.224 -21.370 8.007
C -3.611 -20.131 8.177
C -4.284 -19.776 9.347
C -5.153 -18.676 9.296
C -5.325 -17.971 8.132
C -4.670 -18.371 6.936
C -3.865 -19.484 6.961
C -3.151 -20.016 5.803
C -3.474 -19.779 4.441
C -2.677 -20.392 3.507
C -1.656 -21.243 3.822
C -1.414 -21.565 5.155
C -2.164 -20.956 6.118
H -5.325 -26.193 6.989
H -5.682 -24.211 5.606
H -4.433 -22.129 6.146
H -2.419 -24.122 9.359
H -3.679 -26.167 8.812
H -4.150 -20.306 10.299
H -5.635 -18.315 10.218
H -6.027 -17.133 8.085
H -4.910 -17.835 6.062
H -4.327 -19.205 4.214
H -2.901 -20.190 2.479
H -1.086 -21.745 3.026
H -0.701 -22.362 5.363

Below is one molecule with the formula C12H22BrFNO, with properties calculated with ωB97M-V/def2-TZVPD.

Values from the calculation:
* spin multiplicity: 2
* energy: -89097.0837 eV
* ΔE to the lowest compared entry with this formula, charge and spin: 0.000 eV
* LUMO (alpha / beta): 0.65 / 0.40 eV
* frontier orbital gap (alpha / beta): 0.329 / 0.371 hartree

Element x y z (Å)
C 0.792 -3.016 0.372
C 0.059 -1.679 0.547
C -0.805 -1.776 1.807
C -0.733 -1.411 -0.751
C -0.990 0.055 -1.084
Br -1.731 0.076 -2.934
C -2.117 0.635 -0.208
C -2.304 2.155 -0.239
C -1.547 2.835 0.894
F -1.298 4.180 0.586
C 0.314 0.868 -1.118
C 1.511 0.290 -0.331
C 2.287 1.444 0.287
C 2.450 -0.516 -1.248
N 1.040 -0.584 0.780
O 1.875 -0.810 1.714
H 1.206 -3.361 1.317
H 1.597 -2.934 -0.356
H 0.083 -3.763 0.007
H -0.202 -2.168 2.625
H -1.646 -2.451 1.638
H -1.178 -0.806 2.129
H -0.199 -1.869 -1.585
H -1.692 -1.930 -0.672
H -1.963 0.319 0.826
H -3.038 0.148 -0.528
H -3.365 2.379 -0.128
H -1.985 2.571 -1.197
H -2.133 2.818 1.819
H -0.585 2.355 1.096
H 0.653 0.967 -2.148
H 0.116 1.884 -0.781
H 1.680 1.974 1.023
H 3.192 1.086 0.773
H 2.562 2.144 -0.505
H 3.123 0.168 -1.768
H 3.064 -1.193 -0.656
H 1.906 -1.084 -2.003

Below is C21H52N4O6V as an isolated structure, with properties calculated with ωB97M-V/def2-TZVPD.

Values from the calculation:
* total charge: +1
* energy: -66546.2805 eV
* ΔE to the lowest compared entry with this formula, charge and spin: 0.000 eV
* LUMO: -3.19 eV
* frontier orbital gap: 0.244 hartree

Element x y z (Å)
O 1.015 -2.005 -1.317
V -0.328 -1.311 -1.801
O -0.745 -0.369 -0.595
C 1.542 0.950 7.220
C 1.551 1.410 5.758
C 3.030 1.509 5.375
C 3.340 1.493 3.872
C 2.517 0.501 3.062
C 1.029 0.405 3.493
N 0.939 0.349 4.946
O -0.432 0.182 5.300
C 0.252 1.564 2.846
C 0.505 -0.903 2.927
C 0.865 2.769 5.638
H 0.538 0.736 7.589
H 1.985 1.744 7.824
H 2.156 0.066 7.396
H 3.337 2.523 5.656
H 3.678 0.807 5.893
H 4.397 1.267 3.710
H 3.226 2.485 3.424
H 2.942 -0.497 2.962
H 2.356 0.894 2.053
H -0.720 1.685 3.329
H 0.775 2.518 2.823
H -0.006 1.303 1.813
H 0.605 -0.942 1.841
H 1.029 -1.740 3.393
H -0.560 -1.061 3.120
H 1.258 3.406 4.838
H 0.999 3.344 6.557
H -0.200 2.740 5.411
H -0.421 -0.495 5.983
C -1.930 -4.551 -4.576
C -1.778 -3.508 -3.487
C -1.960 -4.028 -2.083
O -1.848 -2.901 -1.218
C -2.213 -3.230 0.121
N -0.468 -2.769 -3.601
H -2.140 -4.082 -5.540
H -2.855 -5.117 -4.422
H -1.085 -5.234 -4.645
H -2.537 -2.728 -3.604
H -1.278 -4.844 -1.822
H -2.991 -4.393 -2.030
H -3.181 -3.731 0.142
H -2.239 -2.347 0.752
H -1.454 -3.905 0.527
H -0.521 -2.469 -4.576
H 0.251 -3.493 -3.646
C 2.575 1.534 -0.606
C 2.681 2.122 -2.005
C 1.562 1.547 -2.872
O 1.498 0.123 -2.864
C 2.629 -0.557 -3.351
N 2.344 3.552 -1.906
H 1.602 1.751 -0.167
H 3.363 1.922 0.046
H 2.742 0.454 -0.601
H 3.651 1.882 -2.450
H 1.719 1.837 -3.922
H 0.599 1.900 -2.515
H 2.800 -0.358 -4.420
H 2.504 -1.628 -3.229
H 3.549 -0.241 -2.853
H 3.088 4.018 -1.387
H 2.473 3.974 -2.828
C -2.464 2.514 -3.672
C -2.212 1.388 -2.681
C -3.496 0.697 -2.183
O -3.618 -0.605 -2.713
C -4.950 -1.104 -2.830
N -1.296 0.357 -3.260
H -1.583 2.704 -4.295
H -2.575 3.489 -3.187
H -3.342 2.376 -4.303
H -1.621 1.766 -1.846
H -4.361 1.326 -2.417
H -3.488 0.653 -1.087
H -5.255 -1.182 -3.874
H -5.652 -0.433 -2.329
H -5.029 -2.069 -2.330
H -1.893 -0.386 -3.630
H -0.771 0.684 -4.064

Below is C22H29IrN5O2S4 as an isolated structure, with properties calculated with ωB97M-V/def2-TZVPD.

Values from the calculation:
* total charge: +1
* energy: -81006.6387 eV
* ΔE to the lowest compared entry with this formula, charge and spin: 0.000 eV
* LUMO: -2.59 eV
* frontier orbital gap: 0.253 hartree

Element x y z (Å)
Ir -0.161 0.165 -0.030
C 1.484 1.413 2.444
C 0.671 0.352 3.156
S -0.772 -0.201 2.168
C -0.649 -1.994 2.354
C 0.538 -2.615 1.642
S 0.749 -2.006 -0.073
C 2.523 -1.628 -0.038
C 2.891 -0.540 0.953
S 1.855 0.953 0.727
H 2.418 1.608 2.970
H 0.930 2.348 2.356
H 0.273 0.753 4.087
H 1.277 -0.518 3.402
H -1.577 -2.346 1.918
H -0.640 -2.237 3.417
H 0.397 -3.693 1.578
H 1.470 -2.433 2.174
H 2.763 -1.339 -1.062
H 3.068 -2.547 0.181
H 3.923 -0.223 0.802
H 2.798 -0.886 1.980
N -8.269 -0.293 -2.068
C -6.971 -0.694 -1.883
C -6.530 -1.125 -0.625
C -5.214 -1.482 -0.430
C -4.317 -1.419 -1.490
C -4.740 -1.008 -2.752
C -6.053 -0.643 -2.943
S -2.661 -1.909 -1.268
O -2.265 -2.728 -2.374
O -2.518 -2.421 0.077
N -1.699 -0.569 -1.284
C -1.169 -0.047 -2.421
N -1.697 -0.025 -3.633
C -0.970 0.590 -4.558
C 0.265 1.187 -4.305
C 0.744 1.116 -3.016
N 0.038 0.479 -2.086
H -8.952 -0.563 -1.382
H -8.615 -0.222 -3.009
H -7.232 -1.178 0.198
H -4.878 -1.822 0.539
H -4.036 -0.975 -3.572
H -6.386 -0.318 -3.921
H -1.394 0.614 -5.555
H 0.822 1.683 -5.083
H 1.697 1.539 -2.729
C 0.805 3.582 -0.714
C -0.630 3.191 -0.570
C -1.695 4.007 -0.840
C -2.863 3.335 -0.408
C -2.474 2.134 0.119
C -3.363 1.184 0.850
N -1.091 2.019 0.027
H 0.868 4.470 -1.342
H 1.440 2.827 -1.171
H 1.260 3.845 0.247
H -1.629 4.996 -1.268
H -3.877 3.703 -0.436
H -4.394 1.353 0.540
H -3.316 1.347 1.930
H -3.137 0.138 0.663